82
Properties=species:S:1:pos:R:3:forces:R:3 method="wB97M-V/def2-TZVPD" e_homo_ev=-7.9 de_lowest_kj_mol=175.5 smiles="C[N+](=O)[O-].O=S1(=O)OCCO1.O=S1(=O)OCCO1.O=S1(=O)OCCO1.O=S1(=O)OCCO1.O=S1(=O)OCCO1.c1cc[nH]c1.c1cc[nH]c1" charge=0 total_energy_ha=-4553.96914
C 0.547 0.191 -5.060 0.734 -1.162 0.277
N 1.230 -0.927 -5.811 -0.055 -0.422 -0.238
O 2.415 -0.763 -6.067 -0.672 0.036 0.023
O 0.601 -1.941 -6.050 0.166 0.412 -0.007
H -0.464 -0.080 -4.776 -0.094 -0.077 -0.406
H 0.639 1.078 -5.673 0.075 0.154 0.273
H 1.166 0.143 -4.163 -0.154 0.924 0.061
O -1.537 7.694 2.478 -0.239 -0.814 0.780
S -1.603 6.599 3.393 0.668 -2.443 -0.042
O -2.685 6.307 4.286 0.244 1.173 -0.434
O -1.376 5.147 2.606 0.180 2.378 -0.278
C -0.784 4.288 3.569 0.003 -0.877 -1.078
C 0.188 5.126 4.389 -0.931 0.175 1.421
O -0.223 6.506 4.225 -0.469 0.395 -0.766
H -1.630 3.850 4.105 0.509 -0.009 0.502
H -0.265 3.517 2.995 -0.068 -0.005 0.174
H 1.255 5.073 4.195 -0.124 -0.121 -0.494
H -0.012 4.863 5.430 0.406 0.123 0.062
O 0.138 -3.486 4.649 0.110 -0.760 -0.420
S 0.260 -4.662 3.846 -0.558 0.431 0.211
O 0.998 -5.787 4.339 -0.916 0.456 -0.423
O -1.228 -5.052 3.286 1.883 0.626 0.195
C -1.247 -5.057 1.819 -0.153 -0.747 1.203
C 0.177 -4.703 1.312 -0.699 -1.968 -0.481
O 0.878 -4.246 2.433 0.329 1.298 0.381
H -1.554 -6.095 1.696 0.047 0.178 -1.141
H -2.009 -4.344 1.522 0.049 -0.025 -0.095
H 0.117 -4.046 0.444 0.311 0.672 0.539
H 0.730 -5.587 0.968 -0.382 -0.064 -0.070
O 1.534 -4.296 -2.263 0.954 -0.462 -0.489
S 2.813 -4.553 -1.665 -1.236 -0.586 0.578
O 3.098 -3.716 -0.542 0.829 -0.859 -0.508
O 2.872 -6.157 -1.232 0.002 1.857 -0.335
C 3.537 -6.907 -2.244 0.082 -1.332 0.811
C 4.549 -5.955 -2.867 0.035 -0.176 0.438
O 4.017 -4.628 -2.733 -1.224 0.346 0.433
H 4.019 -7.729 -1.706 0.436 0.326 0.005
H 2.840 -7.479 -2.862 -0.240 0.950 -0.547
H 4.741 -6.165 -3.913 0.077 0.155 -0.008
H 5.448 -5.948 -2.253 0.214 -0.227 -0.312
O -2.545 -0.308 0.815 -0.754 -1.313 -0.329
S -3.273 -1.413 1.367 -0.825 1.324 0.430
O -2.774 -1.946 2.596 -0.538 -0.378 -0.542
O -4.862 -0.952 1.556 1.518 -0.046 -0.155
C -5.743 -1.706 0.730 -0.046 -0.765 0.306
C -4.976 -2.998 0.498 -0.702 -0.584 -1.056
O -3.615 -2.604 0.306 0.725 0.929 1.025
H -6.635 -1.901 1.322 -0.064 0.072 -0.065
H -6.023 -1.222 -0.204 0.330 0.385 0.088
H -5.221 -3.508 -0.433 -0.247 0.182 -0.006
H -5.158 -3.720 1.295 0.642 0.172 0.335
O 4.425 5.431 0.238 -1.052 0.144 0.056
S 3.135 5.189 0.810 -0.102 0.145 0.676
O 2.944 3.999 1.583 -0.249 0.908 -0.639
O 2.656 6.450 1.729 0.596 -0.747 0.722
C 2.162 7.472 0.884 0.583 0.150 -1.434
C 1.305 6.662 -0.059 -1.296 -0.230 -0.288
O 1.952 5.401 -0.276 1.577 -0.604 0.430
H 1.601 8.269 1.363 -0.044 -0.439 0.627
H 3.019 7.933 0.381 -0.122 0.004 -0.091
H 1.110 7.076 -1.047 0.069 0.251 0.173
H 0.372 6.380 0.437 -0.111 0.448 -0.101
C 1.563 0.493 -0.392 -1.116 -0.639 1.170
C 1.109 1.315 0.699 -0.569 0.433 -0.479
C 0.561 0.501 1.656 1.073 -0.306 0.438
N 0.896 -0.798 1.336 -1.547 0.524 -1.495
C 1.259 -0.792 0.003 1.726 -0.542 0.080
H 1.933 0.742 -1.371 0.151 0.249 0.068
H 1.093 2.393 0.742 -0.004 0.002 -0.083
H -0.080 0.672 2.505 0.418 0.302 0.223
H 0.595 -1.603 1.857 -0.111 -0.053 -0.070
H 1.431 -1.706 -0.548 0.128 -0.041 0.236
C -2.810 1.257 -3.529 1.487 -0.137 -0.809
C -2.572 0.188 -2.634 -1.051 -0.282 0.267
C -1.375 0.371 -2.004 -0.115 0.431 -0.188
N -0.825 1.506 -2.545 0.030 -0.265 -0.634
C -1.623 1.976 -3.561 -0.969 0.516 0.909
H -3.665 1.381 -4.172 0.044 0.033 -0.072
H -3.289 -0.603 -2.473 0.188 -0.074 0.250
H -0.914 -0.182 -1.209 0.126 0.103 0.026
H -0.005 1.990 -2.228 0.174 -0.256 0.138
H -1.332 2.846 -4.126 -0.075 0.068 0.070

=====

63
Properties=species:S:1:pos:R:3:forces:R:3 method="wB97M-V/def2-TZVPD" e_homo_ev=-4.5 de_lowest_kj_mol=1070.9 charge=-1 total_energy_ha=-1407.15224
C 0.314 -0.342 0.068 2.511 0.242 -1.313
O 1.367 -1.275 0.368 -0.517 4.221 -5.989
H 0.524 0.640 0.490 -0.615 -1.160 -0.147
H 0.339 -0.179 -1.009 -0.370 0.364 0.224
H -0.665 -0.710 0.376 -0.439 0.333 0.130
C 2.555 -1.549 2.683 1.959 -0.451 -5.276
O 3.333 -1.520 1.713 1.944 0.677 2.395
N 2.759 -2.048 3.857 1.432 -1.626 3.981
N 1.377 -1.080 2.488 -4.578 0.621 5.305
H 3.650 -2.490 4.033 -0.502 -0.050 0.247
H 1.958 -2.045 4.472 0.757 -0.401 0.296
H 1.191 -0.774 1.544 0.711 -0.201 -0.266
H 0.628 -1.231 3.150 0.293 -0.031 0.066
C 0.950 -3.731 1.199 2.334 2.137 -0.627
O 2.133 -3.561 1.138 2.139 -1.155 -0.280
N 0.380 -4.839 1.435 -2.419 -7.704 1.690
N 0.050 -2.831 1.020 -5.454 -0.419 1.155
H -0.610 -4.844 1.637 0.495 -0.624 -0.027
H 0.921 -5.690 1.489 -0.227 0.224 0.142
H -0.905 -3.138 1.139 2.144 0.041 1.950
H 0.421 -1.907 0.848 0.802 0.524 -0.560
C 1.205 1.595 3.708 -1.132 -0.156 0.941
C 2.175 1.381 2.622 2.352 1.702 -1.078
C 1.782 2.052 1.297 -0.655 0.723 -0.413
C 1.927 3.542 1.222 0.155 -3.112 0.705
N 2.109 4.661 1.209 0.254 2.082 -0.062
H 0.580 2.482 3.603 0.259 0.342 0.150
H 1.721 1.582 4.668 -0.162 0.248 0.148
H 0.500 0.764 3.738 -0.125 -0.042 -0.006
H 2.387 0.316 2.527 0.190 1.776 -0.454
H 3.116 1.871 2.870 0.257 -0.014 0.312
H 0.736 1.829 1.091 0.213 0.972 0.548
H 2.231 1.665 0.382 0.624 -0.210 0.287
N -1.304 2.491 -2.054 -0.105 1.192 6.206
C -1.108 2.202 -0.680 0.794 0.552 -0.858
C -0.704 3.363 -0.032 -1.967 0.344 -1.073
C -0.951 4.387 -0.978 0.861 1.185 -1.262
C -1.211 3.820 -2.218 -0.437 -0.311 0.472
H -1.410 1.757 -2.739 -0.856 1.904 2.202
H -1.138 1.212 -0.249 -0.286 0.178 -0.629
H -0.414 3.599 0.982 -0.368 -0.460 -0.067
H -0.820 5.451 -0.848 0.112 -0.020 0.206
H -1.407 4.097 -3.244 0.181 1.026 0.315
N 0.331 0.971 -3.272 0.163 0.334 -1.719
C 0.028 1.968 -4.151 -0.171 -0.125 -1.168
C -1.330 1.866 -4.438 1.166 0.935 -2.649
C -1.854 0.798 -3.715 -0.778 -1.681 -3.135
C -0.799 0.275 -3.072 2.279 -3.563 1.156
H 1.269 0.694 -3.020 -0.338 0.036 0.318
H 0.819 2.599 -4.529 -0.335 0.240 0.082
H -1.906 2.498 -5.098 0.203 0.136 0.068
H -2.849 0.383 -3.772 0.112 0.560 0.194
H -0.730 -0.620 -2.472 0.292 1.321 -0.557
N -2.092 -2.626 -0.401 -0.578 -1.261 -0.539
C -3.371 -2.818 -0.771 -0.949 0.370 0.885
C -3.544 -2.143 -1.956 -4.780 -1.817 1.183
C -2.383 -1.639 -2.344 3.049 0.080 -1.309
C -1.436 -2.036 -1.409 0.441 0.987 -0.419
H -1.672 -3.057 0.410 -1.318 0.446 -1.997
H -4.038 -3.270 -0.052 -0.256 -0.003 -0.327
H -4.526 -2.030 -2.391 0.083 0.012 -0.316
H -2.179 -1.080 -3.245 -0.598 -1.374 0.546
H -0.412 -1.706 -1.318 -0.242 -1.101 0.017

=====

86
Properties=species:S:1:pos:R:3:forces:R:3 method="wB97M-V/def2-TZVPD" e_homo_ev=-8.8 smiles="CNCC1=C(C)C(=O)OC1=O.O=S1(=O)OCCO1.O=S1(=O)OCCO1.O=S1(=O)OCCO1.O=S1(=O)OCCO1.O=S1(=O)OCCO1.O=S1(=O)OCCO1" charge=0 total_energy_ha=-5218.81981
C -1.218 -1.672 1.354 0.619 0.959 0.636
N -2.386 -1.320 0.469 -0.233 -0.867 1.282
C -3.227 -2.529 0.135 -0.181 0.100 0.308
C -4.438 -2.557 1.192 -4.200 1.538 2.037
C -5.499 -1.605 1.431 2.263 -1.211 -0.814
C -5.691 -0.222 0.617 -0.766 -0.042 0.380
C -6.421 -2.126 2.665 -2.551 2.577 0.488
O -7.517 -1.626 3.093 5.854 -2.872 -2.058
O -5.768 -3.269 3.275 0.449 0.693 -2.969
C -4.768 -3.660 2.317 4.282 -2.905 -2.342
O -4.088 -4.739 2.242 -3.989 4.584 1.709
H -0.257 -1.324 0.800 -1.438 -0.958 1.102
H -1.178 -2.774 1.676 0.003 1.757 -0.703
H -1.301 -1.038 2.314 0.319 -0.973 -1.360
H -2.952 -0.656 1.039 0.446 -0.832 -0.979
H -3.566 -2.403 -0.962 -0.024 -0.335 1.923
H -2.564 -3.484 0.174 -1.415 1.676 0.156
H -4.823 0.014 -0.098 -1.149 -0.779 1.211
H -5.800 0.699 1.319 0.121 -1.832 -1.029
H -6.650 -0.263 -0.032 1.520 -0.016 1.197
O -6.233 4.169 0.695 0.661 -0.460 0.890
S -5.828 3.880 2.041 -0.557 0.248 0.265
O -4.467 3.611 2.405 -0.901 0.281 -0.554
O -6.762 2.673 2.603 0.207 0.372 -0.513
C -7.452 3.109 3.772 0.003 0.168 0.590
C -7.613 4.616 3.609 -0.527 -0.320 -0.268
O -6.396 5.059 3.008 0.191 -5.508 -2.155
H -6.833 2.871 4.642 -0.076 0.037 -0.013
H -8.413 2.599 3.860 0.175 -0.047 -0.229
H -7.778 5.122 4.560 0.290 0.043 -0.153
H -8.433 4.853 2.924 -0.020 -0.037 0.092
O -0.106 -4.172 0.129 0.747 0.330 -0.819
S 1.125 -3.659 -0.401 0.626 -0.303 0.088
O 1.177 -2.625 -1.393 -0.433 -0.635 0.871
O 2.014 -4.916 -0.915 -0.850 0.606 0.405
C 3.267 -4.929 -0.226 0.939 0.228 0.444
C 2.991 -4.280 1.122 0.129 -1.014 0.380
O 2.072 -3.223 0.844 -0.433 0.104 -1.037
H 3.984 -4.339 -0.811 -0.499 -0.629 0.800
H 3.636 -5.951 -0.124 -0.359 -0.004 -0.041
H 3.897 -3.891 1.589 -0.395 0.090 -0.221
H 2.503 -4.982 1.805 0.000 0.018 -0.029
O 5.096 -2.269 1.777 0.059 0.911 0.792
S 4.852 -1.014 2.433 -0.230 0.605 -0.125
O 5.190 -0.776 3.805 -0.029 -0.516 -1.131
O 3.294 -0.620 2.206 0.995 -0.489 -0.104
C 3.212 0.644 1.546 0.029 0.733 0.001
C 4.484 0.749 0.718 -0.556 -0.170 -0.692
O 5.505 0.167 1.531 -0.283 -0.516 0.930
H 3.172 1.425 2.310 -0.013 -0.025 -0.060
H 2.313 0.693 0.929 0.087 -0.277 0.118
H 4.733 1.780 0.466 0.180 -0.140 0.236
H 4.407 0.160 -0.200 -0.053 0.127 0.064
O -6.163 6.795 3.709 0.317 5.916 1.026
S -6.369 8.106 3.155 0.228 0.057 0.365
O -6.945 8.319 1.861 0.308 -0.480 1.097
O -4.965 8.919 3.239 -0.630 -0.509 0.207
C -5.147 10.110 4.005 -0.222 0.583 0.012
C -6.273 9.795 4.980 0.476 -0.073 0.424
O -7.194 8.996 4.238 0.216 0.024 -0.819
H -5.431 10.915 3.320 0.013 -0.009 0.086
H -4.222 10.379 4.516 -0.030 -0.248 -0.145
H -6.761 10.695 5.356 -0.144 -0.173 -0.192
H -5.911 9.199 5.823 0.034 0.103 -0.021
O 4.323 -3.466 -2.243 0.763 1.728 -1.102
S 5.200 -2.342 -2.422 0.419 -0.006 -0.164
O 4.798 -0.992 -2.157 0.072 -1.161 -0.018
O 5.817 -2.416 -3.921 -0.529 -0.273 0.873
C 7.243 -2.474 -3.849 0.779 0.242 0.033
C 7.552 -3.146 -2.519 0.167 -0.562 -0.467
O 6.576 -2.636 -1.610 -0.820 0.601 -0.427
H 7.627 -1.450 -3.872 0.016 -0.068 0.026
H 7.646 -3.031 -4.696 -0.271 0.040 0.082
H 8.560 -2.926 -2.166 -0.250 0.130 0.146
H 7.419 -4.230 -2.585 0.079 0.065 -0.049
O 8.661 -3.796 -6.573 -0.100 -0.149 -1.031
S 8.133 -3.883 -7.906 -0.222 -0.035 -0.347
O 8.692 -4.739 -8.909 -0.326 0.569 1.131
O 8.028 -2.379 -8.507 0.037 -0.697 0.715
C 6.674 -2.102 -8.868 -0.540 -0.081 -0.453
C 5.826 -2.954 -7.934 -0.131 0.636 0.328
O 6.540 -4.183 -7.803 0.915 0.039 -0.415
H 6.532 -2.398 -9.911 -0.034 0.034 0.070
H 6.461 -1.037 -8.761 0.252 -0.120 0.091
H 4.824 -3.131 -8.327 0.202 -0.232 0.021
H 5.752 -2.498 -6.942 -0.078 0.035 -0.080